The following is a quantum chemistry calculation of the molecule C3H7FN2O, from OMol25.

Each line ends with the Mulliken charge.
Cartesian coordinates (Å):
N1 2.175 -0.374 -0.270  -0.7822
N2 1.339 0.765 -0.402  0.0371
C1 0.152 1.074 0.183  0.4960
O1 -0.236 2.195 0.067  -0.5656
C2 -0.677 -0.138 0.813  -0.6145
C3 -1.570 -0.578 -0.300  -0.2085
F1 -2.332 0.521 -0.539  -0.2610
H1 2.342 -0.658 0.688  0.2646
H2 1.740 -1.236 -0.637  0.2428
H3 1.767 1.357 -1.096  0.2559
H4 -0.110 -0.931 1.203  0.4011
H5 -1.298 0.348 1.517  0.2630
H6 -1.056 -0.924 -1.236  0.2148
H7 -2.235 -1.420 0.008  0.2565

Computed properties:
Structure (SMILES): NNC(=O)CCF
HOMO-LUMO gap, hartree: 0.38384
2S+1: 1
Relative energy (zero: lowest compared OMol25 entry of this formula, charge and spin), eV: 0.761
Calculated total energy, eV: -10968.4050